2 unconnected molecules or ions with the total composition C3H5BrO in a non-equilibrium geometry. Source: the Open Molecules 2025 dataset; level of theory: wB97M-V/def2-TZVPD.

Largest force on an atom: 5.4 eV/A
Highest occupied orbital energy (alpha / beta): -9.06 / -9.88 eV

Atoms and positions in Å:
C: -0.6975 -0.6963 -0.2057
C: -1.7598 -0.0744 0.5242
C: 0.7825 -0.2620 -0.2404
O: -1.2085 -1.3020 0.9314
Br: -3.5535 0.1850 -0.2800
H: -2.1219 -1.7119 -2.0602
H: -1.4180 0.6526 1.2555
H: 1.0037 0.2590 0.5872
H: 0.9455 0.3839 -1.1697
H: 1.3614 -1.1741 -0.2788

Atomic forces in eV per Å
C 0.950 0.277 0.060
C -0.125 0.999 -0.245
C -2.183 -1.733 -4.639
O -0.295 -1.047 -0.485
Br 1.117 -0.322 0.918
H 0.464 0.204 0.334
H -1.044 0.683 -0.212
H 0.757 1.986 3.157
H -0.077 -1.017 1.287
H 0.436 -0.030 -0.175

***

A molecular structure, C3H5BrO2 in a non-equilibrium geometry. Source: the Open Molecules 2025 dataset; level of theory: wB97M-V/def2-TZVPD.

Largest force on an atom: 5.1 eV/A
Highest occupied orbital energy: -9.30 eV

Atoms and positions in Å:
C: -0.4805 -0.9080 -1.1540
C: -0.7722 0.2927 -0.2129
C: 0.5638 0.7416 1.0969
O: -1.5751 -0.8239 -0.1117
O: 1.6178 1.0623 0.3024
Br: 0.6879 -0.8200 2.1537
H: -0.9619 -0.9201 -2.1740
H: 0.3108 -1.5961 -0.8699
H: -1.3512 1.1469 -0.5149
H: 0.1647 1.5264 1.7736
H: 1.7959 0.2981 -0.2891

Atomic forces in eV per Å
C -2.439 2.038 1.267
C 1.926 -0.878 1.127
C -3.948 -0.786 -3.056
O 1.409 -0.620 -0.311
O 0.785 -0.140 0.236
Br 0.454 -0.788 0.561
H 1.065 -0.006 1.186
H -0.149 0.030 -0.187
H 0.348 0.629 -0.377
H 0.728 -0.185 -0.949
H -0.177 0.706 0.502

***

A gas-phase ion, C3H5BrO2P (charge -1) in a non-equilibrium geometry. Source: the Open Molecules 2025 dataset; level of theory: wB97M-V/def2-TZVPD.

Multiplicity: 3
Largest force on an atom: 9.8 eV/A
Highest occupied orbital energy (alpha / beta): -1.40 / -4.76 eV
Charge: -1

Atoms and positions in Å:
C: 1.2906 0.1242 -2.2198
C: 1.1596 0.4051 -0.9211
C: -0.4861 0.9990 1.5829
O: -0.0267 2.7553 -0.3519
O: -1.5423 0.8461 -0.9053
P: -0.4185 1.4098 -0.1562
Br: 2.6351 0.0414 0.1999
H: 2.0833 -0.4786 -2.5301
H: 0.5263 0.4814 -2.8612
H: -1.6047 1.0216 1.8529
H: -0.0054 -0.0474 1.6349
H: 0.1152 1.6861 2.0432

Atomic forces in eV per Å
C 0.466 -0.666 -6.069
C -2.672 2.170 9.166
C -1.847 -3.387 -1.125
O 1.626 5.546 -0.371
O -1.661 -0.990 -0.679
P 1.203 -5.117 -1.030
Br 0.318 0.331 -0.127
H 0.706 -1.310 -0.919
H -0.208 0.418 -0.877
H 1.883 -0.130 -0.067
H -1.077 1.448 0.374
H 1.262 1.687 1.726

***

2 unconnected molecules or ions with the total composition C3H5BrO2S in a non-equilibrium geometry. Source: the Open Molecules 2025 dataset; level of theory: wB97M-V/def2-TZVPD.

Largest force on an atom: 5.1 eV/A
Highest occupied orbital energy: -9.57 eV

Atoms and positions in Å:
C: 1.1796 0.4883 -0.8786
C: 0.5440 0.5656 0.5286
C: 0.3098 -0.5283 -0.1972
O: -3.0814 -0.9206 1.2873
O: -3.4144 1.5331 0.6683
S: -4.1814 0.3029 0.7846
Br: -4.5232 -0.3285 -1.3643
H: 0.7045 1.2355 -1.5358
H: 2.2739 0.3955 -0.9246
H: 0.5861 1.3270 1.3993
H: -2.2325 -0.6010 1.3695
H: -0.3124 -1.4290 -0.3044

Atomic forces in eV per Å
C -0.499 1.096 0.881
C 0.631 -0.611 -0.318
C -0.424 1.756 1.618
O -5.032 -0.143 -0.834
O -0.617 -0.737 0.361
S 2.389 -0.557 0.262
Br 0.031 -0.167 0.163
H 0.551 -0.659 -0.295
H -0.510 -0.208 -0.251
H -0.485 -1.931 -1.629
H 3.310 1.643 0.025
H 0.656 0.518 0.016

***

2 unconnected molecules or ions with the total composition C3H5Cl in a non-equilibrium geometry. Source: the Open Molecules 2025 dataset; level of theory: wB97M-V/def2-TZVPD.

Largest force on an atom: 4.8 eV/A
Highest occupied orbital energy: -9.49 eV

Atoms and positions in Å:
C: -0.3054 0.0985 -0.0692
C: 0.2087 1.0623 -0.8627
C: 0.2417 -0.8961 0.9797
Cl: -0.7924 1.8011 -2.1253
H: -1.6585 -0.3317 -0.6752
H: 1.0754 1.7724 -0.8087
H: -0.2061 -1.9143 0.9026
H: 1.2215 -0.9887 0.5826
H: 0.2150 -0.6035 2.0761

Atomic forces in eV per Å
C -3.885 -1.405 -2.407
C -0.608 0.631 0.897
C -0.782 0.658 -0.113
Cl 0.120 -0.377 0.192
H 4.090 1.398 2.018
H -0.431 -1.552 0.522
H -0.021 1.019 -0.141
H 1.444 -0.404 0.557
H 0.075 0.031 -1.525

***

A single C3H5Cl2NS molecule in a non-equilibrium geometry. Source: the Open Molecules 2025 dataset; level of theory: wB97M-V/def2-TZVPD.

Largest force on an atom: 3.6 eV/A
Highest occupied orbital energy (alpha / beta): -8.01 / -8.27 eV

Atoms and positions in Å:
C: -0.1785 -0.1911 1.2584
C: 0.9813 0.3328 0.2288
C: 0.4387 0.6502 -1.0514
N: -1.6734 -0.7161 -0.6692
S: -1.0912 -1.5788 0.4821
Cl: 1.9449 1.6634 1.1081
Cl: 1.2003 0.1315 -2.4805
H: 0.2986 -0.4588 2.1717
H: -0.7826 0.6359 1.1482
H: 1.5887 -0.5373 0.1113
H: -0.4616 1.3544 -1.0394
H: -2.2653 -1.2860 -1.2682

Atomic forces in eV per Å
C 2.107 -0.831 -2.748
C -0.474 -1.942 1.587
C -1.798 2.181 -0.097
N -1.365 0.939 -1.578
S 1.438 -0.326 2.115
Cl -0.553 -0.629 -0.518
Cl -0.218 0.256 0.166
H -0.117 0.094 0.834
H -2.007 1.599 1.161
H 1.253 -0.178 0.066
H 1.679 -1.031 -0.824
H 0.055 -0.132 -0.166

***

Which formula does entry 4 have?
C3H5BrO2S